[1]
The following is a DFT calculation (the ωB97M-V functional and the def2-TZVPD basis) of a molecular structure, C23H13CdF6N3S.

XYZ file:
```
47
Properties=species:S:1:pos:R:3:forces:R:3
Cd 0.34259 -0.18673 -0.10271 -0.026 -0.444 0.283
F -1.68633 -2.32385 6.29154 -0.009 -0.005 0.062
C -1.61079 -2.22788 4.96423 0.004 -0.015 0.139
C -0.93514 -1.18330 4.37506 0.062 0.139 0.018
F -0.35105 -0.25124 5.13516 0.006 0.001 -0.021
C -0.86983 -1.10122 2.99870 0.044 -0.003 0.022
F -0.18337 -0.04632 2.50135 -0.006 0.171 -0.041
C -1.44895 -2.02793 2.14181 0.050 -0.029 0.007
S -1.39889 -1.95653 0.39302 0.094 0.219 -0.065
C -2.12075 -3.07004 2.78236 -0.042 -0.047 -0.084
F -2.71673 -4.01861 2.05643 -0.010 -0.019 -0.031
C -2.20511 -3.17526 4.15613 -0.089 -0.134 -0.007
F -2.86064 -4.19404 4.71545 -0.015 -0.020 -0.018
C 1.41369 -2.36669 -5.35646 -0.004 -0.003 0.025
C 1.40566 -2.74262 -4.02136 -0.003 0.018 -0.059
C 0.81873 -1.91326 -3.07806 -0.022 0.006 0.072
C 0.24962 -0.71053 -3.47563 0.010 -0.151 -0.039
C 0.24312 -0.33573 -4.81733 -0.045 0.125 0.020
C 0.82792 -1.16574 -5.75202 0.039 -0.067 -0.042
N -0.31048 0.09024 -2.43892 0.517 -0.602 0.065
N -0.84111 1.13447 -2.79352 -0.531 0.709 -0.147
C -1.39332 1.92629 -1.73684 -0.028 0.067 0.093
C -2.18346 2.98594 -2.13561 -0.090 0.094 -0.181
C -2.75974 3.78647 -1.16320 -0.029 0.048 -0.062
C -2.51712 3.49963 0.16671 0.008 -0.030 0.059
C -1.70147 2.42049 0.47403 0.013 -0.070 -0.041
N -1.14889 1.64979 -0.45821 0.140 -0.013 -0.132
H 1.87478 -3.01048 -6.09531 -0.019 0.023 0.020
H 1.85297 -3.67782 -3.71198 -0.012 0.020 -0.006
H 0.79009 -2.20116 -2.03398 0.018 -0.006 0.021
H -0.21656 0.59876 -5.10651 0.026 -0.007 -0.010
H 0.83153 -0.88019 -6.79663 0.002 -0.013 0.040
H -2.33368 3.15551 -3.19319 -0.002 0.012 0.042
H -3.38679 4.62311 -1.44228 0.010 -0.019 -0.003
H -2.94323 4.09763 0.95958 0.009 -0.016 0.005
H -1.48409 2.16048 1.50084 0.041 -0.022 0.057
F 6.58190 0.25837 0.52838 0.062 0.008 0.004
C 5.23937 0.18108 0.39197 -0.015 -0.005 -0.008
C 4.45618 0.12054 1.52403 -0.076 -0.009 0.078
C 3.07574 0.03783 1.37041 0.048 0.001 -0.031
C 2.46865 0.01488 0.11076 -0.120 0.081 -0.044
C 3.31412 0.08139 -1.00034 0.061 0.014 0.047
C 4.69804 0.16425 -0.87475 -0.054 0.002 -0.092
H 4.92130 0.13391 2.50228 -0.011 0.004 -0.041
H 2.46945 -0.01000 2.26807 0.007 -0.008 -0.004
H 2.90262 0.06726 -2.00477 0.001 -0.003 -0.005
H 5.34813 0.21662 -1.73968 -0.014 -0.008 0.036
```
Forces are in eV/Å.

Values from the calculation:
E_HOMO	-7.8	eV
LUMO	-1.66	eV
calculated total energy	-2213.5993	Eh
multiplicity	1
orbital gap	6.12	eV
energy above the lowest of the compared OMol25 structures with the same formula, charge and spin	0.000	eV



[2]
The following is a DFT calculation (the ωB97M-V functional and the def2-TZVPD basis) of a molecular structure, C23H13Cl5N4OPd.

XYZ file:
```
47
Properties=species:S:1:pos:R:3:forces:R:3
Pd 0.93860 0.89584 0.14795 0.194 0.034 -0.261
C -3.79299 -1.70664 -1.18201 0.011 -0.074 0.013
C -3.40108 -0.46479 -1.65813 0.070 0.061 -0.026
C -2.06586 -0.09292 -1.62466 -0.102 -0.020 -0.006
C -1.11786 -0.98785 -1.14176 -0.028 0.049 0.002
C -1.50607 -2.24144 -0.66599 0.074 -0.016 -0.020
C -2.84395 -2.59125 -0.68183 -0.058 -0.004 0.004
N 0.22011 -0.56476 -1.05211 0.180 -0.211 0.026
C 1.22319 -1.32903 -1.58702 -0.021 -0.049 -0.056
C 1.03522 -2.42122 -2.45394 0.004 0.047 0.029
C 2.12828 -3.10890 -2.94322 -0.013 -0.030 -0.015
C 3.42061 -2.72647 -2.58884 -0.036 0.045 0.033
C 3.64287 -1.64038 -1.74854 0.034 -0.028 -0.019
C 2.55714 -0.93890 -1.25975 0.026 0.064 0.058
N 2.62079 0.15767 -0.42597 -0.113 0.014 0.051
N 3.76471 0.64093 0.01387 -0.016 -0.006 -0.003
C 3.54634 1.67131 0.86646 0.029 0.022 0.020
C 4.62217 2.35124 1.46321 0.014 -0.024 -0.017
C 4.36441 3.38229 2.32922 -0.030 0.032 0.029
C 3.04218 3.74861 2.61129 0.025 -0.058 -0.048
C 2.02508 3.05149 1.99922 -0.043 0.053 0.053
N 2.26156 2.04630 1.15260 -0.081 -0.020 -0.037
H -4.84030 -1.97805 -1.17942 -0.009 -0.006 0.006
H -4.13994 0.23618 -2.02523 -0.004 -0.001 -0.009
H -1.75148 0.89146 -1.94760 0.010 0.007 0.001
H -0.76023 -2.90702 -0.24822 -0.026 0.013 -0.006
H -3.15180 -3.54898 -0.28333 0.001 -0.002 -0.001
H 0.03416 -2.70458 -2.74377 -0.024 0.007 -0.012
H 1.97853 -3.94556 -3.61149 -0.005 0.002 -0.002
H 4.26606 -3.27687 -2.97962 0.010 0.003 -0.001
H 4.63919 -1.32860 -1.47123 0.003 -0.002 0.000
H 5.62685 2.03706 1.22213 -0.003 -0.006 -0.006
H 5.18494 3.91180 2.79519 -0.001 0.004 0.002
H 2.81180 4.55667 3.28868 -0.008 0.006 0.005
H 0.97850 3.27539 2.16351 0.001 0.001 -0.008
Cl -5.80906 -0.77999 2.09902 0.056 0.017 -0.007
C -4.31708 0.02436 1.77081 -0.179 0.045 -0.024
C -3.11713 -0.50785 2.22187 0.169 0.045 -0.018
Cl -3.10868 -1.96490 3.13805 -0.038 -0.021 0.013
C -1.91376 0.12207 1.92344 -0.130 0.205 -0.130
Cl -0.43047 -0.49468 2.55009 0.053 -0.105 0.023
C -1.85897 1.27571 1.10841 0.044 0.050 0.066
O -0.75698 1.85369 0.73183 -0.072 -0.027 0.201
C -3.10138 1.81820 0.70947 0.016 -0.045 0.047
Cl -3.06339 3.23266 -0.27503 0.010 -0.032 0.003
C -4.30157 1.20643 1.02904 -0.015 -0.028 0.025
Cl -5.78324 1.86430 0.44335 0.023 -0.011 0.016
```
Forces are in eV/Å.

Values from the calculation:
E_HOMO (alpha / beta)	-7.0 / -7.8	eV
LUMO (alpha / beta)	0.40 / -2.56	eV
expectation value of S²	2.033
calculated total energy	-3607.3690	Eh
multiplicity	3
orbital gap (alpha / beta)	7.44 / 5.28	eV
energy above the lowest of the compared OMol25 structures with the same formula, charge and spin	0.000	eV



[3]
The following is a DFT calculation (the ωB97M-V functional and the def2-TZVPD basis) of a molecular structure, C23H14BrClF4MnNO4PS.

XYZ file:
```
51
Properties=species:S:1:pos:R:3:forces:R:3
Mn 0.50189 0.27675 0.07518 -0.243 -0.361 -0.266
F -3.53164 -4.72743 3.58754 0.006 0.004 0.005
C -2.74067 -3.70410 3.33675 -0.042 -0.030 0.029
C -2.25717 -2.92885 4.37712 -0.021 -0.036 0.016
F -2.59167 -3.21047 5.62328 0.004 0.004 0.000
C -1.42771 -1.85672 4.09650 -0.007 -0.008 -0.037
F -0.99958 -1.11869 5.11585 0.091 -0.048 0.038
C -1.06286 -1.52991 2.79589 -0.014 0.041 -0.020
P 0.11797 -0.17207 2.52071 0.012 0.102 -0.012
C -0.62500 1.30059 3.24809 0.144 0.026 0.041
C 0.15319 2.46262 3.28248 -0.071 0.004 -0.033
C -0.40824 3.65135 3.72141 0.006 0.005 0.002
C -1.73991 3.68901 4.11863 0.012 -0.018 0.001
C -2.51022 2.53455 4.08543 -0.005 0.001 0.010
C -1.95550 1.33861 3.65158 -0.082 0.009 0.000
C 1.57598 -0.66173 3.45518 -0.028 -0.012 0.009
C 1.99725 0.01503 4.59432 -0.020 -0.028 0.007
C 3.13442 -0.41594 5.25943 0.001 0.008 0.011
C 3.84177 -1.51452 4.79295 0.003 0.010 -0.009
C 3.41456 -2.19406 3.65955 0.009 -0.008 -0.010
C 2.28422 -1.76671 2.98512 0.003 -0.008 -0.003
C -1.57543 -2.31924 1.76870 0.097 0.060 -0.097
Br -1.16695 -1.96112 -0.04865 0.028 -0.044 0.116
C -2.40023 -3.39349 2.02828 -0.021 -0.019 -0.043
F -2.88141 -4.14101 1.04430 0.006 0.008 0.020
H 1.18752 2.43842 2.96075 -0.014 0.015 -0.002
H 0.19543 4.54880 3.75090 -0.010 -0.006 0.005
H -2.17504 4.61831 4.46187 0.003 -0.005 -0.006
H -3.54389 2.56098 4.40410 0.009 0.001 -0.003
H -2.56655 0.44365 3.62748 0.013 0.086 -0.018
H 1.44163 0.86355 4.96921 -0.002 0.005 0.012
H 3.46607 0.10699 6.14638 -0.002 -0.003 -0.007
H 4.73135 -1.84295 5.31367 -0.007 -0.001 0.000
H 3.96742 -3.04951 3.29575 -0.002 0.004 0.002
H 1.96322 -2.28721 2.08986 0.009 -0.007 0.004
S 0.10022 0.19867 -2.22225 0.073 0.065 0.209
C -1.07069 1.38198 -1.67336 0.114 -0.126 -0.065
C -1.93518 2.12129 -2.46403 -0.146 0.145 0.032
C -2.73290 3.06072 -1.83857 0.028 -0.051 -0.113
C -2.64626 3.24985 -0.46017 0.012 -0.009 0.064
C -1.77119 2.47785 0.26396 -0.021 -0.081 0.022
N -1.01429 1.54194 -0.33854 0.048 0.125 -0.079
H -1.95747 1.96726 -3.53322 0.009 -0.007 0.003
H -3.41812 3.66137 -2.42256 0.009 -0.011 -0.006
H -3.25016 3.98998 0.04341 0.005 -0.003 0.004
H -1.66284 2.58373 1.33200 0.017 0.008 0.048
O 2.58365 1.72196 -0.72641 0.030 -0.099 0.177
Cl 3.12906 0.86400 0.29082 0.406 0.395 0.083
O 2.79653 1.37900 1.58838 0.040 -0.110 -0.101
O 4.49500 0.57554 0.14090 -0.252 -0.100 -0.072
O 2.33261 -0.44621 0.14466 -0.234 0.108 0.030
```
Forces are in eV/Å.

Values from the calculation:
E_HOMO (alpha / beta)	-12.0 / -12.0	eV
LUMO (alpha / beta)	-5.80 / -4.05	eV
expectation value of S²	6.162
calculated total energy	-6564.3210	Eh
multiplicity	5
net charge	+1
orbital gap (alpha / beta)	6.16 / 7.99	eV
energy above the lowest of the compared OMol25 structures with the same formula, charge and spin	0.063	eV



Question: Which value of calculated total energy does entry 1 give?
Answer: -2213.5993 Eh